The following is a DFT calculation (the ωB97M-V functional and the def2-TZVPD basis) of C2H2N2OS in the gas phase in a non-equilibrium geometry.

The calculation puts the gap between HOMO and LUMO (spin up / spin down) at 7.365 / 7.367 eV. As for the total energy: -17966.4900 eV. The highest occupied orbital energy (spin up / spin down) is -7.7 / -7.7 eV.

Cartesian coordinates (Å):
C -2.54 -0.84 0.10
C -0.37 -0.64 0.02
N -3.65 -0.48 -0.04
N -1.41 -1.38 -0.05
O -0.45 0.68 0.00
S -5.07 0.15 0.00
H 0.70 -0.93 0.09
H 0.25 1.07 0.60